21
Properties=species:S:1:pos:R:3 method="wB97M-V/def2-TZVPD" charge=0 homo_ev="-9.57 / -8.77" de_lowest_kcal_mol=98.1 largest_force_ev_per_a=2.97 spin_multiplicity=1 lumo_ha="-0.0582 / -0.0325" e_tot_ev=-32269.4977
C -1.918 1.854 -1.155
C 3.323 -1.530 -0.212
C -1.055 0.804 -0.426
C -1.207 0.740 1.086
C -0.056 -0.267 1.525
N 1.096 0.012 0.886
O 0.849 -2.779 0.290
S 1.541 -1.775 -0.576
Cl 1.785 -2.826 -2.421
H -1.688 1.637 -2.222
H -2.983 1.694 -0.907
H -1.474 2.845 -1.005
H 4.103 -1.940 -0.885
H 3.293 -0.408 -0.185
H 3.491 -2.098 0.671
H -1.348 -0.184 -0.853
H 0.011 1.109 -0.514
H -1.094 1.750 1.595
H -2.141 0.225 1.308
H 0.334 -0.155 2.594
H -0.233 -1.288 1.404